[1]
Formula: C15H40BaNO12P2
Source: the Open Molecules 2025 dataset
Level of theory: ωB97M-V with the def2-TZVPD basis set

Values from the calculation:
charge = -1
frontier orbital gap = 4.11 eV
LUMO = 1.73 eV
E_HOMO = -0.08724 Eh
ΔE to the lowest compared entry with this formula, charge and spin = 5.2 kcal/mol

XYZ file:
```
71
C15H40BaNO12P2 | the Open Molecules 2025 dataset | ωB97M-V with the def2-TZVPD basis set
Ba 7.345 25.821 8.749
O 9.563 26.334 9.994
H 10.078 25.833 10.636
O 8.975 24.934 6.774
H 8.509 24.511 6.040
O 7.900 28.021 7.573
H 7.051 28.465 7.627
C 4.969 26.899 11.567
O 5.738 26.074 11.108
N 3.740 26.596 12.013
C 2.946 27.593 12.697
C 3.386 25.216 12.139
H 5.285 27.944 11.707
H 1.883 27.369 12.641
H 3.074 28.565 12.218
H 3.238 27.693 13.748
H 3.159 24.774 11.162
H 4.107 24.588 12.655
H 2.441 25.170 12.686
C 3.813 27.894 6.732
C 3.488 26.806 5.768
O 2.843 25.645 6.339
P 3.539 24.729 7.422
O 4.862 25.181 7.838
O 2.478 24.585 8.598
C 1.780 25.787 9.073
C 0.547 26.084 8.230
O 3.543 23.301 6.797
C 2.381 22.707 6.191
C 2.835 22.112 4.876
H 4.102 28.799 6.212
H 2.939 28.031 7.373
H 4.608 27.550 7.392
H 2.793 27.165 4.993
H 4.272 26.440 5.097
H 1.450 25.444 10.055
H 2.483 26.606 9.196
H 0.158 25.183 7.768
H -0.246 26.396 8.927
H 0.673 26.949 7.585
H 1.957 21.946 6.847
H 1.643 23.500 6.049
H 2.028 21.630 4.324
H 3.325 22.864 4.263
H 3.566 21.335 5.112
C 2.205 21.693 10.421
C 3.658 21.282 10.501
O 4.464 22.328 9.978
P 6.048 22.188 9.930
O 6.690 23.350 9.333
O 6.514 21.770 11.353
C 6.683 22.807 12.356
C 7.953 22.518 13.125
O 6.283 20.905 9.078
C 6.157 21.000 7.644
C 6.834 19.817 7.043
H 2.042 22.618 10.970
H 2.018 21.919 9.365
H 1.555 20.866 10.691
H 3.958 21.023 11.524
H 3.804 20.348 9.941
H 6.790 23.774 11.861
H 5.814 22.803 13.014
H 8.020 23.213 13.964
H 7.922 21.508 13.537
H 8.816 22.648 12.479
H 5.082 20.957 7.426
H 6.554 21.945 7.271
H 6.612 19.730 5.979
H 7.913 19.861 7.186
H 6.472 18.901 7.518
```

***

[2]
Formula: C10H40O10
Source: the Open Molecules 2025 dataset
Level of theory: ωB97M-V with the def2-TZVPD basis set

Values from the calculation:
frontier orbital gap = 10.22 eV
LUMO = 0.44 eV
E_HOMO = -0.35972 Eh
ΔE to the lowest compared entry with this formula, charge and spin = 79.4 kcal/mol
structure (SMILES) = CO.CO.CO.CO.CO.CO.CO.CO.CO.CO

XYZ file:
```
60
C10H40O10 | the Open Molecules 2025 dataset | ωB97M-V with the def2-TZVPD basis set
C 1.844 -2.452 -1.365
O 2.527 -1.237 -1.077
H 1.684 -3.077 -0.485
H 0.880 -2.197 -1.809
H 2.337 -3.049 -2.144
H 3.429 -1.466 -0.829
C 4.068 0.987 -3.232
O 4.752 2.229 -3.177
H 4.584 0.281 -3.892
H 3.953 0.535 -2.243
H 3.060 1.161 -3.603
H 5.585 2.106 -2.716
C -0.318 0.359 -0.397
O 0.669 0.817 -1.289
H -1.142 -0.138 -0.934
H 0.034 -0.469 0.231
H -0.741 1.146 0.224
H 1.435 0.222 -1.234
C -1.776 3.105 -2.235
O -0.523 3.500 -1.707
H -2.001 2.071 -1.986
H -2.558 3.732 -1.798
H -1.808 3.280 -3.314
H 0.023 2.711 -1.555
C 3.662 1.413 0.903
O 4.443 2.113 1.867
H 2.585 1.512 1.047
H 3.961 1.827 -0.057
H 3.904 0.344 0.910
H 4.330 1.666 2.712
C -3.320 -1.909 0.950
O -2.244 -1.887 1.897
H -4.239 -1.625 1.474
H -3.135 -1.129 0.210
H -3.418 -2.911 0.553
H -2.232 -1.021 2.337
C -2.217 -2.680 -2.152
O -3.018 -1.543 -2.417
H -1.407 -2.495 -1.439
H -2.886 -3.441 -1.758
H -1.756 -3.070 -3.064
H -2.593 -1.041 -3.119
C -0.031 3.803 1.491
O -1.208 3.358 2.188
H 0.786 3.942 2.197
H 0.204 3.038 0.755
H -0.224 4.707 0.910
H -1.396 3.986 2.892
C -2.571 0.807 4.124
O -2.271 0.792 2.739
H -3.054 -0.121 4.421
H -1.658 0.909 4.723
H -3.225 1.649 4.374
H -2.072 1.698 2.445
C -0.635 -4.843 1.369
O -0.004 -3.579 1.529
H -0.623 -5.376 2.324
H -1.665 -4.722 1.036
H -0.059 -5.430 0.653
H -0.713 -2.898 1.539
```

***

[3]
Formula: C27H36BrCl5N6O6PS2Tl
Source: the Open Molecules 2025 dataset
Level of theory: ωB97M-V with the def2-TZVPD basis set

Values from the calculation:
charge = -2
frontier orbital gap = 6.89 eV
LUMO = 3.94 eV
E_HOMO = -0.10858 Eh
ΔE to the lowest compared entry with this formula, charge and spin = 1.8 kcal/mol

XYZ file:
```
85
C27H36BrCl5N6O6PS2Tl | the Open Molecules 2025 dataset | ωB97M-V with the def2-TZVPD basis set
Tl -0.614 0.633 1.181
O 2.164 0.669 4.485
S 0.933 0.863 3.724
O 0.470 -0.457 3.130
O -0.156 1.453 4.501
O 1.200 1.721 2.489
Cl -2.731 7.882 -3.526
C -2.532 6.208 -3.118
C -2.889 5.732 -1.855
Cl -3.514 6.845 -0.681
C -2.738 4.398 -1.524
Cl -3.137 3.815 0.055
C -2.212 3.430 -2.445
O -2.070 2.221 -2.153
C -1.866 3.967 -3.730
Cl -1.222 2.835 -4.866
C -2.019 5.302 -4.047
Cl -1.564 5.871 -5.622
O 1.307 -0.119 -0.344
P 2.465 0.696 -0.804
N 2.323 2.334 -0.924
C 1.268 2.870 -1.823
C 0.983 4.265 -1.266
C 1.275 4.110 0.223
C 2.523 3.238 0.226
N 3.762 0.420 0.172
C 3.703 -0.254 1.473
C 4.537 0.656 2.363
C 5.651 1.155 1.433
C 5.051 1.083 0.010
N 2.814 0.294 -2.372
C 2.747 -1.118 -2.766
C 3.281 -1.109 -4.192
C 4.340 -0.009 -4.140
C 3.660 1.061 -3.286
H 0.370 2.249 -1.785
H 1.609 2.901 -2.859
H -0.032 4.597 -1.482
H 1.672 4.995 -1.705
H 0.472 3.567 0.725
H 1.420 5.056 0.745
H 2.621 2.687 1.159
H 3.420 3.849 0.055
H 4.158 -1.252 1.397
H 2.676 -0.360 1.817
H 4.909 0.140 3.247
H 3.901 1.467 2.716
H 6.534 0.514 1.497
H 5.966 2.170 1.680
H 5.710 0.512 -0.659
H 4.919 2.072 -0.434
H 1.725 -1.489 -2.707
H 3.386 -1.733 -2.115
H 2.472 -0.832 -4.873
H 3.671 -2.080 -4.500
H 4.637 0.368 -5.121
H 5.234 -0.381 -3.630
H 3.048 1.713 -3.920
H 4.370 1.695 -2.752
S -0.541 -1.605 -4.647
C -1.651 -1.626 -3.361
N -2.050 -0.541 -2.715
C -3.075 -0.557 -1.683
C -2.980 -1.841 -0.887
C -3.057 -3.028 -1.832
N -2.170 -2.817 -2.966
H -1.686 0.372 -2.972
H -4.067 -0.459 -2.144
H -2.917 0.322 -1.063
H -3.792 -1.894 -0.160
H -2.043 -1.873 -0.329
H -4.087 -3.168 -2.182
H -2.752 -3.942 -1.317
H -1.796 -3.602 -3.469
Br 2.826 -3.409 3.523
C 1.895 -3.346 1.880
C 2.537 -3.653 0.696
C 1.812 -3.540 -0.480
C 0.494 -3.120 -0.410
N -0.123 -2.847 0.736
C 0.564 -2.954 1.869
H 3.577 -3.950 0.695
H 2.268 -3.746 -1.440
H -0.076 -2.965 -1.321
H 0.065 -2.683 2.788
```

***

[4]
Formula: C48H83Cl2N3O5
Source: the Open Molecules 2025 dataset
Level of theory: ωB97M-V with the def2-TZVPD basis set

Values from the calculation:
frontier orbital gap = 7.37 eV
LUMO = -1.42 eV
E_HOMO = -0.32314 Eh
structure (SMILES) = CCCCCCCCCCCCCCCCc1ccc(CCCCl)c2c1C(=O)c1ccc(C[C@@H](C)Cl)cc1C2=O.COC[C@@H](C)N.COC[C@@H](C)N.COC[C@@H](C)N

XYZ file:
```
141
C48H83Cl2N3O5 | the Open Molecules 2025 dataset | ωB97M-V with the def2-TZVPD basis set
C -4.751 3.859 -0.827
C -3.348 4.640 -1.093
C -2.858 4.422 -2.603
C -3.601 5.325 -3.711
C -4.373 6.615 -3.157
C -3.456 7.787 -2.550
C -1.933 7.829 -3.057
C -0.994 7.356 -1.839
C 0.534 7.850 -1.991
C 1.501 6.565 -1.976
C 2.034 6.398 -0.443
C 3.200 5.288 -0.491
C 2.601 3.801 -0.167
C 3.716 2.754 -0.739
C 3.092 1.821 -1.910
C 2.989 0.323 -1.333
C 1.693 -0.488 -1.797
C 1.060 -0.074 -3.177
C -0.197 -0.843 -3.650
C -0.825 -2.028 -2.819
C -2.106 -2.729 -3.489
C -3.486 -1.943 -3.143
C -3.696 -0.646 -4.103
Cl -4.864 0.533 -3.286
C -0.203 -2.470 -1.448
C 1.075 -1.670 -0.964
C 1.716 -2.160 0.426
O 2.918 -1.894 0.762
C 0.908 -3.067 1.483
C 1.408 -3.134 2.954
C 0.658 -4.046 3.960
C -0.584 -4.874 3.445
C -1.274 -5.831 4.533
C -2.441 -5.134 5.382
C -3.598 -4.448 4.509
Cl -3.267 -6.517 6.333
C -1.087 -4.748 1.959
C -0.329 -3.822 0.935
C -0.801 -3.670 -0.602
O -1.595 -4.554 -1.021
H -4.622 2.763 -1.171
H -5.644 4.342 -1.344
H -4.856 3.801 0.321
H -2.577 4.092 -0.421
H -3.357 5.722 -0.734
H -1.728 4.527 -2.763
H -3.103 3.318 -2.864
H -4.410 4.646 -4.191
H -2.868 5.551 -4.578
H -5.162 6.285 -2.387
H -4.955 7.066 -4.051
H -3.939 8.787 -2.883
H -3.532 7.793 -1.400
H -1.733 7.306 -4.050
H -1.679 8.947 -3.232
H -0.973 6.230 -1.656
H -1.438 7.824 -0.876
H 0.775 8.497 -1.081
H 0.641 8.428 -2.970
H 2.410 6.649 -2.680
H 0.988 5.575 -2.228
H 2.500 7.358 -0.030
H 1.177 6.042 0.251
H 4.069 5.482 0.231
H 3.578 5.215 -1.583
H 2.465 3.703 0.963
H 1.582 3.634 -0.660
H 4.121 2.167 0.154
H 4.615 3.357 -1.151
H 3.869 1.805 -2.755
H 2.111 2.259 -2.293
H 2.944 0.394 -0.184
H 3.906 -0.311 -1.632
H 1.472 0.748 -3.848
H -0.661 -0.527 -4.651
H -2.166 -3.854 -3.318
H -1.964 -2.592 -4.633
H -3.540 -1.566 -2.068
H -4.335 -2.665 -3.424
H -4.165 -0.915 -5.112
H -2.733 -0.065 -4.290
H 2.324 -2.530 3.275
H 1.028 -4.093 5.046
H -1.608 -6.830 4.055
H -0.447 -6.131 5.287
H -2.042 -4.420 6.193
H -3.127 -3.562 3.934
H -4.016 -5.251 3.805
H -4.402 -4.079 5.254
H -1.990 -5.366 1.628
C -5.525 -9.998 9.885
C -5.122 -10.369 8.461
C -3.785 -11.133 8.377
O -2.631 -10.313 8.534
C -2.290 -10.027 9.880
N -5.104 -9.153 7.638
H -4.955 -9.151 10.275
H -6.580 -9.710 9.919
H -5.391 -10.844 10.565
H -5.902 -11.033 8.070
H -3.704 -11.562 7.372
H -3.758 -11.977 9.077
H -2.513 -10.863 10.549
H -2.804 -9.124 10.216
H -1.217 -9.828 9.923
H -4.930 -9.417 6.670
H -4.267 -8.627 7.897
C 7.108 10.613 -2.202
C 6.187 10.330 -1.019
C 6.065 8.831 -0.676
O 5.225 8.095 -1.560
C 5.852 7.686 -2.764
N 4.874 10.934 -1.280
H 6.642 10.376 -3.162
H 7.372 11.674 -2.233
H 8.038 10.042 -2.122
H 6.624 10.829 -0.146
H 5.597 8.747 0.311
H 7.050 8.355 -0.593
H 6.908 7.444 -2.618
H 5.740 8.459 -3.528
H 5.339 6.792 -3.126
H 4.295 10.827 -0.449
H 4.407 10.349 -1.975
C 3.582 -5.830 -2.918
C 2.162 -6.002 -2.389
C 1.663 -7.461 -2.423
O 1.281 -7.920 -3.717
C 2.359 -8.355 -4.528
N 1.265 -5.106 -3.130
H 3.633 -5.879 -4.009
H 3.981 -4.853 -2.627
H 4.250 -6.595 -2.509
H 2.170 -5.685 -1.339
H 0.756 -7.522 -1.812
H 2.389 -8.146 -1.968
H 3.149 -8.833 -3.944
H 2.763 -7.516 -5.100
H 1.971 -9.082 -5.245
H 0.338 -5.153 -2.709
H 1.129 -5.515 -4.056
```

***

[5]
Formula: C50H49MnN6S2Sb
Source: the Open Molecules 2025 dataset
Level of theory: ωB97M-V with the def2-TZVPD basis set

Values from the calculation:
2S+1 = 6
frontier orbital gap (spin up / spin down) = 6.14 / 6.78 eV
expectation value of S² = 8.77
LUMO (spin up / spin down) = -0.03 / -0.05 eV
E_HOMO (spin up / spin down) = -0.22653 / -0.25091 Eh
ΔE to the lowest compared entry with this formula, charge and spin = 15.9 kcal/mol

XYZ file:
```
109
C50H49MnN6S2Sb | the Open Molecules 2025 dataset | ωB97M-V with the def2-TZVPD basis set
Mn -0.963 -1.628 0.619
C 0.896 -4.303 -2.313
C -0.027 -3.485 -1.666
N 0.262 -2.763 -0.595
C 1.536 -2.830 -0.109
C 2.546 -3.605 -0.726
C 2.186 -4.372 -1.851
C 3.858 -3.556 -0.211
C 4.143 -2.701 0.821
C 3.147 -1.949 1.460
C 1.812 -2.065 1.084
N 0.680 -1.559 1.674
C 0.526 -1.224 2.995
C 1.480 -1.057 3.995
C 1.114 -0.635 5.279
C -0.190 -0.406 5.633
C -1.212 -0.645 4.692
C -2.584 -0.503 4.984
C -3.508 -0.762 4.004
C -3.075 -1.148 2.737
N -1.797 -1.284 2.419
C -0.857 -1.042 3.381
H 0.584 -4.874 -3.177
H -1.041 -3.403 -2.039
H 2.929 -4.990 -2.338
H 4.630 -4.160 -0.670
H 5.165 -2.607 1.167
H 3.446 -1.261 2.232
H 2.525 -1.234 3.809
H 1.897 -0.475 6.011
H -0.445 -0.062 6.627
H -2.895 -0.195 5.974
H -4.568 -0.670 4.198
H -3.789 -1.349 1.946
S -4.789 -3.082 -1.487
C -4.192 -4.475 -0.630
C -4.700 -5.765 -0.611
C -4.028 -6.715 0.139
C -2.876 -6.377 0.853
C -2.379 -5.089 0.843
C -3.041 -4.119 0.088
N -2.667 -2.803 -0.049
C -3.467 -2.134 -0.845
C -3.207 -0.748 -1.172
C -4.148 0.013 -1.879
C -3.877 1.331 -2.179
C -2.656 1.873 -1.794
C -1.726 1.098 -1.110
C -1.953 -0.231 -0.744
H -5.589 -6.017 -1.173
H -4.404 -7.729 0.171
H -2.363 -7.141 1.421
H -1.490 -4.811 1.397
H -5.091 -0.436 -2.179
H -4.601 1.931 -2.716
H -2.427 2.905 -2.037
H -0.783 1.562 -0.854
S -0.726 5.034 4.342
C -0.654 3.515 3.387
C 0.558 2.925 3.067
C 0.544 1.830 2.214
N -0.561 1.331 1.673
C -1.718 1.903 1.996
C -1.822 2.980 2.859
C -0.985 6.066 2.892
C -2.260 6.404 2.468
C -2.383 7.080 1.261
N -1.349 7.432 0.506
C -0.131 7.134 0.946
C 0.108 6.453 2.130
H 1.486 3.323 3.454
H 1.472 1.347 1.929
H -2.602 1.484 1.526
H -2.786 3.406 3.100
H -3.131 6.145 3.052
H -3.361 7.350 0.877
H 0.692 7.456 0.317
H 1.114 6.218 2.451
C 4.698 1.102 -3.467
C 4.123 -0.106 -2.738
C 4.224 -1.358 -3.604
Sb 2.015 0.033 -2.011
C 2.036 2.100 -1.183
C 3.240 2.222 -0.255
C 1.958 3.245 -2.183
C 1.037 -0.012 -4.027
C -0.442 -0.340 -3.883
C 1.219 1.206 -4.923
H 5.712 0.878 -3.816
H 4.755 1.978 -2.822
H 4.098 1.356 -4.340
H 4.685 -0.271 -1.814
H 3.730 -1.207 -4.566
H 3.767 -2.217 -3.109
H 5.273 -1.598 -3.804
H 1.137 2.106 -0.565
H 4.168 2.340 -0.816
H 3.343 1.339 0.382
H 3.123 3.097 0.393
H 2.776 3.202 -2.903
H 2.020 4.205 -1.657
H 1.013 3.227 -2.724
H 1.546 -0.871 -4.475
H -1.003 0.541 -3.581
H -0.620 -1.112 -3.134
H -0.848 -0.684 -4.841
H 0.711 2.072 -4.499
H 0.777 1.011 -5.907
H 2.267 1.460 -5.075
```

***

no.,E (Eh)
1,-2261.6009
2,-1157.2254
3,-8015.9335
4,-3339.0768
5,-4450.9040